215
Properties=species:S:1:pos:R:3:mulliken_charge:R:1 method="wB97M-V/def2-TZVPD" spin_multiplicity=2 energy_ev=-87628.567 charge=+5 s_squared=0.751 gap_ha="0.0789 / 0.2669"
Li 1.60233 -3.38316 3.93112 -0.62
C 1.14067 -1.60179 1.17528 1.79
O 1.10229 -2.39214 2.31207 -0.39
H 0.32730 -1.80488 0.47866 -0.37
H 0.98941 -0.58073 1.52548 -0.52
H 2.11718 -1.77636 0.72357 -0.43
C -1.33644 4.31007 -3.46041 -0.88
C -2.78667 4.83237 -3.90269 -1.31
C -3.94542 3.93672 -3.47721 -0.35
C -4.51022 4.31752 -2.06658 -1.19
P -5.39153 3.01443 -1.10448 0.82
C -6.96380 2.75615 -1.92223 -0.86
C -7.01596 2.06930 -3.28173 -0.66
C -8.43283 2.10197 -3.89517 -0.72
C -9.00728 3.44385 -4.24010 -1.15
C -4.47476 1.44405 -1.13130 -1.38
C -2.89492 1.63870 -0.79770 0.19
C -2.02378 0.42622 -1.02072 0.34
C -2.54769 -0.84230 -0.34487 -1.75
C -5.76426 3.48639 0.67913 -0.88
C -6.09743 2.20488 1.50415 -0.08
C -6.46145 2.37863 2.96939 -0.43
C -7.72683 3.16762 3.15363 -1.36
H -0.50480 5.01440 -3.47995 0.52
H -1.07442 3.48025 -4.11679 0.30
H -1.50158 3.85698 -2.48289 -0.01
H -2.84574 5.09658 -4.95853 0.51
H -2.99342 5.81106 -3.46965 0.44
H -3.59225 2.91601 -3.62387 0.33
H -4.72900 4.15356 -4.20322 0.40
H -5.22485 5.13736 -1.99400 0.55
H -3.68988 4.70678 -1.46356 0.68
H -7.47138 3.71176 -2.05368 0.51
H -7.55805 2.12581 -1.26070 0.47
H -6.65610 1.07067 -3.03403 0.35
H -6.23762 2.47082 -3.93062 0.28
H -9.09188 1.48043 -3.28900 0.37
H -8.45644 1.48544 -4.79375 0.42
H -9.35959 3.96872 -3.35212 0.31
H -9.83627 3.40724 -4.94688 0.39
H -8.23341 4.03025 -4.73544 0.27
H -4.47583 1.14576 -2.17969 0.84
H -4.98358 0.77343 -0.43885 0.69
H -2.82704 1.98703 0.23291 0.35
H -2.47579 2.46845 -1.36687 -0.59
H -1.01265 0.61463 -0.65986 -0.53
H -1.86976 0.16829 -2.06850 0.44
H -2.95945 -0.60763 0.63670 0.26
H -1.85816 -1.68618 -0.36777 0.68
H -3.34905 -1.26339 -0.95201 0.47
H -6.58034 4.20729 0.72822 0.60
H -4.89096 4.00927 1.06905 0.51
H -5.17140 1.63283 1.56183 -0.11
H -6.92632 1.61685 1.11012 0.30
H -5.78882 2.99455 3.56630 0.38
H -6.56701 1.39302 3.42275 0.17
H -7.63283 3.44867 4.20257 0.37
H -8.69497 2.78687 2.82829 0.37
H -7.69899 4.04895 2.51286 0.35
C 5.97383 1.28476 7.17146 -1.22
C 5.58324 2.49642 6.36607 -0.50
C 4.04302 2.64610 6.26358 -0.57
C 3.43783 1.74909 5.11055 -0.60
N 1.95947 2.06460 4.78367 0.76
C 0.93891 1.72864 5.88960 -0.73
C -0.14741 0.81346 5.20474 -0.69
C -0.02947 0.94594 3.68780 -0.24
C 1.49189 1.12217 3.60397 0.09
C 1.78828 3.50772 4.30810 -1.46
H 5.40391 1.26946 8.10046 0.36
H 7.01288 1.41029 7.47597 0.39
H 5.82640 0.35768 6.61748 0.27
H 5.98817 2.42711 5.35645 0.26
H 5.89385 3.34758 6.97200 0.35
H 3.83008 3.69049 6.03551 0.45
H 3.51778 2.54079 7.21286 0.51
H 3.45846 0.67497 5.29480 0.43
H 3.86361 1.84519 4.11176 0.02
H 0.41921 2.64885 6.15647 0.33
H 1.43991 1.23220 6.72065 0.38
H -1.12041 1.18844 5.52217 0.37
H -0.19160 -0.26202 5.37646 0.32
H -0.45583 1.86970 3.29666 0.27
H -0.48988 0.09141 3.19192 0.24
H 1.86615 1.48876 2.64812 -0.35
H 1.92167 0.14428 3.82104 0.05
H 2.55925 3.75800 3.57936 0.41
H 1.78472 4.14692 5.19100 0.43
H 0.81323 3.55284 3.82298 0.52
C 3.57448 -5.29048 0.68866 -0.84
C 4.98946 -5.27177 0.12836 -0.57
C 5.61774 -3.88389 -0.23474 0.02
C 6.22102 -3.27119 1.06338 -0.98
N 6.61719 -1.81569 0.94092 0.57
C 7.14492 -1.37456 2.33139 -0.79
C 5.93333 -0.91318 3.10023 -0.27
C 4.83947 -0.58985 2.07358 1.10
C 5.43487 -0.84040 0.73514 -0.59
C 7.58993 -1.49897 -0.22585 -1.01
H 2.80042 -4.85676 0.05556 -0.06
H 3.45556 -4.80868 1.65913 0.26
H 3.12889 -6.27480 0.83240 0.47
H 4.90010 -5.85996 -0.78496 0.36
H 5.66023 -5.71963 0.86156 0.30
H 5.02428 -3.16963 -0.80548 -0.10
H 6.44493 -4.04700 -0.92559 0.37
H 7.03393 -3.88652 1.44892 0.54
H 5.37771 -3.22286 1.75228 0.36
H 7.78014 -0.49853 2.20032 0.37
H 7.70063 -2.20325 2.77021 0.36
H 6.25388 -0.05929 3.69708 0.08
H 5.61868 -1.66920 3.81962 0.37
H 4.46692 0.43111 2.15702 -0.63
H 3.98792 -1.24192 2.26793 -0.16
H 5.82817 0.11819 0.39673 0.27
H 4.71957 -1.31104 0.06064 -0.17
H 7.90354 -0.46295 -0.09777 0.43
H 7.06882 -1.59517 -1.17837 0.31
H 8.40536 -2.21375 -0.11506 0.40
C 4.16298 6.07878 0.15542 -1.51
C 3.92896 4.74020 0.85619 -0.48
C 3.89322 3.41170 -0.02020 0.45
C 2.92334 3.48930 -1.19182 -1.00
N 2.60935 2.15152 -1.93029 0.90
C 3.90528 1.75096 -2.67579 -1.14
C 3.43495 0.84860 -3.76438 0.11
C 1.97166 1.21783 -4.11148 -0.67
C 1.55007 2.27544 -3.08853 -0.44
C 2.19713 1.11889 -0.92488 -0.52
H 3.27470 6.57792 -0.23174 0.35
H 4.77420 6.02682 -0.74558 0.35
H 4.59178 6.84238 0.80438 0.39
H 2.98344 4.94603 1.35793 0.17
H 4.71046 4.57357 1.59752 0.54
H 3.71133 2.53150 0.59646 -0.45
H 4.91277 3.22227 -0.35598 0.32
H 3.39988 4.13474 -1.92967 0.43
H 1.90659 3.82435 -0.98677 0.51
H 4.67273 1.27176 -2.06792 0.32
H 4.38111 2.56681 -3.21992 0.53
H 3.43292 -0.17593 -3.39232 -0.41
H 4.04753 0.88972 -4.66503 0.71
H 1.26857 0.40267 -4.28262 0.47
H 1.98055 1.72031 -5.07871 0.50
H 0.57584 2.20224 -2.60521 0.10
H 1.70055 3.26559 -3.51872 0.22
H 1.84839 0.19964 -1.39547 0.26
H 1.47440 1.54366 -0.22822 0.51
H 2.99505 0.82471 -0.24306 -0.65
C 1.82099 -2.85581 -2.48162 -0.15
C 1.94174 -3.37633 -3.95544 -1.43
C 2.31493 -2.34742 -5.04043 0.68
C 2.38054 -2.90150 -6.44612 -1.05
N 2.72257 -1.82210 -7.57655 0.37
C 4.12890 -1.16718 -7.49091 -0.48
C 4.02720 0.33953 -7.78467 -0.21
C 2.63548 0.48263 -8.36334 -0.95
C 1.77232 -0.58452 -7.60359 0.10
C 2.58520 -2.44881 -8.93470 -1.10
H 1.30536 -1.91491 -2.28945 -0.03
H 2.83977 -2.73296 -2.11406 -0.33
H 1.47554 -3.56493 -1.72935 0.56
H 0.97816 -3.70783 -4.34238 0.36
H 2.61630 -4.22848 -3.87226 0.48
H 3.18941 -1.76870 -4.74298 0.23
H 1.48478 -1.64785 -5.13824 0.12
H 1.47030 -3.29675 -6.89705 0.40
H 3.13687 -3.68623 -6.46209 0.33
H 4.93711 -1.59350 -8.08517 0.38
H 4.44198 -1.39995 -6.47312 0.25
H 4.85131 0.62663 -8.43775 0.40
H 4.08161 0.96608 -6.89441 0.07
H 2.65630 0.29792 -9.43738 0.32
H 2.35598 1.53567 -8.39621 0.50
H 0.85590 -0.74702 -8.17094 0.44
H 1.71336 -0.11496 -6.62169 -0.41
H 1.56878 -2.80821 -9.09541 0.44
H 3.30013 -3.26501 -9.03862 0.40
H 2.86867 -1.85387 -9.80291 0.39
C -3.99145 -0.24278 4.79691 -0.42
C -3.94060 -1.60426 5.55605 -0.92
C -3.50776 -2.86854 4.70963 -0.27
C -4.64213 -3.18353 3.66827 -1.05
N -4.33230 -4.20931 2.56972 0.77
C -3.55223 -5.44388 3.08417 -0.87
C -2.05253 -5.14763 2.84500 -0.87
C -2.03704 -4.34762 1.55034 0.14
C -3.32695 -3.52065 1.61489 -0.11
C -5.63187 -4.60889 1.81415 -1.03
C -6.57896 -5.45830 2.65473 -0.23
C -7.64553 -6.15898 1.78179 -1.37
H -4.12179 0.61460 5.45722 0.57
H -4.83490 -0.25739 4.10663 -0.11
H -3.10232 -0.13286 4.17605 -0.08
H -4.85553 -1.74722 6.13100 0.40
H -3.12322 -1.39173 6.24512 0.42
H -3.09851 -3.66899 5.32598 0.35
H -2.63686 -2.64366 4.09395 0.21
H -5.07999 -2.31546 3.17549 0.32
H -5.48580 -3.57197 4.23874 0.61
H -3.82389 -6.34854 2.54021 0.63
H -3.63667 -5.65172 4.15083 0.28
H -1.49870 -6.08446 2.78409 0.49
H -1.65983 -4.63962 3.72581 0.18
H -2.19475 -4.97249 0.67127 0.39
H -1.17231 -3.71774 1.34152 -0.23
H -3.78407 -3.46501 0.62694 0.35
H -3.04300 -2.49278 1.84066 -0.35
H -5.50440 -5.25123 0.94281 0.38
H -6.05219 -3.68397 1.41924 0.57
H -7.00934 -4.94101 3.51221 0.34
H -5.91108 -6.18764 3.11309 0.37
H -8.22026 -5.36031 1.31285 0.36
H -8.26851 -6.72636 2.47323 0.38
H -7.30052 -6.74613 0.93072 0.36